[1]
Computed, not measured: a structure of composition C43H33ClMnNPS3Sb at a distorted geometry, with ωB97M-V with the def2-TZVPD basis set.

As for the HOMO energy (spin up / spin down): -16.078 / -16.049 eV. Its energy relative to the best compared isomer or geometry (same formula, charge and spin) is 2.6 kcal/mol. The gap between HOMO and LUMO (spin up / spin down) comes out at 7.35 / 7.33 eV. Its total energy is -5099.6067 hartree.

Geometry as ORCA input:
```
! wB97M-V def2-TZVPD RIJCOSX def2/J DEFGRID3
* xyz 3 4
H -0.816 4.316 -0.184
H -2.737 2.750 -6.083
H 3.072 -4.739 4.249
C -1.774 4.428 0.315
C 3.759 -5.315 -0.663
C 2.457 -4.516 -2.572
C 3.341 -0.923 -1.472
C -3.043 3.373 -2.759
C 4.264 1.050 -3.150
S 0.224 -2.224 -0.379
H 2.329 -5.862 -4.230
H -6.348 -2.014 0.311
C 3.146 0.305 -3.513
H -0.271 4.333 3.114
H -1.464 0.806 -5.212
C 3.699 -1.452 2.280
C -3.902 3.507 1.021
C -4.644 0.496 -1.199
H -4.700 1.131 -2.075
H -5.196 4.860 2.065
H 1.860 -3.754 -3.057
H 2.657 0.489 -4.461
C -4.555 -1.120 1.074
H 4.049 -2.770 5.376
C -0.287 -1.198 2.291
C -2.355 2.275 -2.256
H -0.232 3.572 5.463
C -5.576 -1.273 0.147
C 4.918 0.808 -1.949
H -4.596 2.677 1.083
C -0.281 3.273 3.330
C -4.239 4.736 1.576
C -0.279 0.595 3.917
H 4.431 -0.670 4.134
N -0.359 -0.054 1.666
H -3.622 6.756 1.926
H 4.609 -7.267 -0.882
C 2.716 -5.705 -3.232
C -2.622 2.620 -5.015
C -3.569 -0.162 0.862
C -2.672 3.359 0.385
H 4.189 -5.161 0.317
C -0.260 1.498 4.978
H 4.636 1.818 -3.816
C 3.162 -2.581 1.658
C -0.305 2.371 2.290
H -6.433 -0.570 -1.691
H 1.812 -1.279 -2.972
C -3.353 5.800 1.495
Sb 2.720 -2.531 -0.339
H 2.482 -4.633 1.860
H -3.727 4.387 -4.519
C -1.802 1.400 -3.173
C -2.119 5.648 0.868
C -5.623 -0.462 -0.982
S -0.215 -1.137 3.988
Mn -0.839 -0.015 -0.334
C -0.263 2.842 4.666
H -2.830 0.019 1.635
P -2.274 1.855 -0.496
Cl -0.911 -0.017 -2.532
H -1.434 6.484 0.806
C -1.911 1.524 -4.536
H 3.885 -0.535 1.735
H 3.674 -7.620 -3.138
C 4.465 -0.190 -1.096
C -0.322 1.012 2.592
H -0.241 1.162 6.006
S -0.330 -2.775 1.528
C 3.789 -2.713 4.326
H -3.483 4.090 -2.077
C -3.611 0.652 -0.276
H -4.537 -1.728 1.969
C 3.241 -3.825 3.694
H -0.294 2.706 1.262
H 4.999 -0.392 -0.176
C 2.673 -0.692 -2.674
C 2.915 -3.769 2.347
C 4.003 -6.499 -1.345
C 3.480 -6.692 -2.616
C 2.976 -4.342 -1.288
C -3.176 3.539 -4.134
C 4.010 -1.530 3.629
H 5.793 1.385 -1.679
*
```



[2]
Computed, not measured: a structure of composition F2H10Hf2O5 at a distorted geometry, with ωB97M-V with the def2-TZVPD basis set.

As for the HOMO energy: -34.574 eV. The gap between HOMO and LUMO comes out at 5.06 eV. Its total energy is -674.1825 hartree.

Geometry as ORCA input:
```
! wB97M-V def2-TZVPD RIJCOSX def2/J DEFGRID3
* xyz 6 1
O 26.699 19.144 3.059
O 24.245 17.464 -0.339
H 24.576 17.494 -1.237
H 25.469 21.075 -2.023
H 26.945 19.941 3.529
Hf 27.730 18.736 -1.834
F 26.037 16.701 1.663
Hf 24.646 18.735 1.836
H 28.045 15.837 -0.605
O 25.723 20.256 -2.449
O 25.237 21.185 1.923
H 24.901 19.888 -2.772
H 26.939 16.553 0.141
H 25.957 21.604 1.451
H 23.418 16.987 -0.403
H 27.330 18.488 3.354
F 26.293 19.105 0.121
H 24.850 21.888 2.445
O 27.554 16.659 -0.586
*
```



[3]
Computed, not measured: a cluster of 11 separate species, C52H63ClI2N13OPS in total at a distorted geometry, with ωB97M-V with the def2-TZVPD basis set.

As for the HOMO energy: -8.182 eV. The structure (SMILES) is CNCc1nc2c(CCO)c(I)c([PH2]=S)c(I)c2nc1Cl.c1cc[nH]c1.c1cc[nH]c1.c1cc[nH]c1.c1cc[nH]c1.c1cc[nH]c1.c1cc[nH]c1.c1cc[nH]c1.c1cc[nH]c1.c1cc[nH]c1.c1cc[nH]c1. Its energy relative to the best compared isomer or geometry (same formula, charge and spin) is 0.0 kcal/mol. The gap between HOMO and LUMO comes out at 6.65 eV. Its total energy is -4601.3732 hartree.

Geometry as ORCA input:
```
! wB97M-V def2-TZVPD RIJCOSX def2/J DEFGRID3
* xyz 0 1
C -1.657 -1.253 2.656
C 1.753 3.715 5.149
H 5.798 -2.256 -1.385
H -2.747 -5.570 -2.086
H 3.237 4.983 6.862
N 0.173 -9.761 -3.999
H 0.130 2.156 1.232
H -1.948 -7.605 -3.287
I 1.303 5.826 2.951
C 5.925 7.751 4.199
C -1.207 -1.967 -2.217
H -1.410 3.850 0.152
C 5.812 2.972 -3.933
N -3.357 -6.150 -2.636
N 6.763 3.907 -3.628
C -0.743 -3.933 -3.188
C -5.166 -6.926 -3.644
H -1.811 4.651 6.448
H 0.951 -2.838 2.605
C -1.565 3.507 -0.857
H 5.755 7.820 3.138
H -4.686 -1.645 -7.032
C 1.838 2.455 5.660
H 2.497 -0.219 0.541
C 1.100 -11.162 -2.561
C 1.922 -11.084 -3.719
C 6.472 8.640 5.083
P 1.960 5.103 6.302
H -0.469 -9.111 -4.413
H -4.287 4.824 6.049
H 7.268 4.457 -4.298
H 1.384 -1.674 1.361
C -2.013 4.163 -1.971
H -2.340 3.406 -4.054
N -3.990 0.819 -5.023
C 1.394 -0.906 4.563
H 2.042 6.278 5.567
C -1.810 2.840 5.376
H 7.630 4.659 -1.829
C -4.680 -0.783 -6.386
C 3.225 -0.626 -0.143
Cl 1.480 -2.496 5.230
H 2.748 2.170 1.048
H 5.947 2.899 -0.644
C 1.056 -0.738 3.179
H -5.927 -0.339 -3.095
N -7.152 -0.414 -1.341
H -2.550 -0.565 -5.769
C 0.725 -1.851 2.213
H 1.276 -11.758 -1.681
C -5.336 0.990 -5.171
H 1.615 -9.875 -5.566
H 5.544 2.765 -4.954
H -0.760 2.625 5.469
C -4.691 -5.931 -2.831
C 6.922 3.979 -2.270
C -3.582 -0.261 -5.758
H -2.298 5.200 -2.019
H -1.516 -1.674 3.650
H -5.583 -2.396 0.704
H 2.146 4.558 -0.311
H 1.668 2.321 -0.362
N 1.001 0.467 2.685
C -2.825 2.150 4.762
H -1.725 -2.262 -4.316
C -3.683 4.008 5.688
H -0.818 -10.104 -2.140
N -2.341 3.965 5.934
C 1.239 1.540 3.488
H 2.494 0.254 -1.920
N 1.651 0.076 5.352
I 2.408 2.075 7.630
C 1.323 -10.212 -4.587
H -1.509 -0.971 -1.939
C -4.019 2.896 4.960
H -0.662 -4.730 -3.909
N -0.658 -1.798 1.724
C -1.600 2.024 -2.533
H -4.347 -2.019 -1.692
H 0.148 -4.778 -1.320
H 5.690 6.017 6.941
C 5.888 6.792 6.220
H -3.400 1.395 -4.450
H -7.898 0.191 -1.631
H -5.187 -5.088 -2.381
C 0.029 -10.334 -2.764
H -5.851 1.783 -4.657
C 6.062 3.080 -1.700
C -4.072 -7.780 -3.952
C -5.278 -1.585 -1.365
C 4.923 -1.660 -1.190
H 4.609 1.676 -2.656
C -7.078 -1.046 -0.129
H -6.824 -0.135 -6.305
N -1.317 2.206 -1.207
H 0.277 3.897 1.305
C -5.798 0.010 -6.009
C 5.358 2.439 -2.756
C -1.301 -2.644 -3.404
H 5.145 5.813 4.501
H -4.092 -8.663 -4.569
C 6.448 8.032 6.369
C -5.924 -1.782 -0.112
H -6.183 -7.031 -3.981
H 6.847 9.619 4.838
S 0.510 5.267 7.600
C 4.212 -0.955 -2.122
C 1.448 3.899 3.766
C -0.324 -3.988 -1.881
C 2.025 2.814 0.549
C -2.971 -7.270 -3.315
H -1.466 1.063 -3.001
O 2.706 4.009 0.247
H -1.645 -0.162 2.701
H 2.846 -11.609 -3.893
C -6.062 -0.735 -2.101
H -2.647 -1.553 2.314
H -0.984 1.495 -0.583
N 5.572 6.628 4.899
N 3.178 -0.332 -1.479
N -0.613 -2.786 -1.302
H 4.355 -0.844 -3.183
H -0.673 -1.187 0.917
H 6.800 8.456 7.294
C 4.294 -1.454 0.068
H -7.848 -0.919 0.613
H -5.006 2.643 4.613
H 4.597 -1.862 1.018
C 1.169 2.848 2.937
C -2.036 3.220 -3.036
C 1.577 1.333 4.840
H -2.725 1.215 4.236
H -0.429 -2.502 -0.354
C 0.812 2.965 1.485
*
```



[4]
Computed, not measured: a cluster of 3 separate species, C16H18BrN2O12P in total at a distorted geometry, with ωB97M-V with the def2-TZVPD basis set.

As for the HOMO energy: -9.229 eV. The structure (SMILES) is CC[C@H](Br)NC(=O)OP(=N)(O)O.O=C1C=C(O)C(=O)C=C1O.O=C1C=C(O)C(=O)C=C1O. The gap between HOMO and LUMO comes out at 7.23 eV. Its total energy is -4548.1459 hartree.

Geometry as ORCA input:
```
! wB97M-V def2-TZVPD RIJCOSX def2/J DEFGRID3
* xyz 0 1
H -3.624 -0.715 4.116
C -0.443 -1.626 4.066
C -1.341 2.213 -4.252
H 0.227 -1.897 3.131
H -1.901 -2.682 -1.656
C 5.177 -1.958 2.449
O -5.276 3.151 -3.675
O 3.102 -2.924 1.851
N -0.423 -2.030 0.506
C 4.119 -2.011 1.638
O -0.155 1.938 -4.394
O 7.244 -0.918 2.937
O -1.800 -1.695 -1.871
P -0.910 -0.890 -0.560
O 7.114 0.886 0.872
H -0.983 -2.543 4.553
H 4.940 0.571 -0.585
C 6.253 -0.982 2.218
H 1.290 -0.250 -0.616
H -0.458 0.915 -2.485
H 7.765 0.723 1.589
H -1.554 3.310 -6.135
C 6.111 -0.046 1.069
C -3.097 -0.054 0.747
O -1.366 0.993 -2.119
O -1.817 0.389 0.185
N -3.391 0.274 2.193
C -2.070 1.747 -3.040
H -0.791 -2.970 0.197
C -4.098 2.848 -3.832
C -1.414 -0.367 3.672
C -2.919 -0.793 3.154
O -4.004 -0.679 -0.053
O 0.522 -0.194 -1.280
H -4.994 4.104 -5.623
H -0.882 0.264 2.842
H 5.284 -2.620 3.298
H -3.897 1.717 -1.969
C -3.355 2.047 -2.846
O -4.088 4.020 -5.992
C -3.377 3.290 -5.057
H -2.878 1.188 2.374
Br -3.087 -2.673 2.501
C -2.090 2.993 -5.250
C 5.055 -0.102 0.255
H 2.454 -2.765 1.130
H 0.322 -1.225 4.888
H -1.501 0.305 4.656
C 3.991 -1.094 0.472
O 3.015 -1.179 -0.266
*
```



[5]
Computed, not measured: the ion C3H3N2O with charge +1 at a distorted geometry, with ωB97M-V with the def2-TZVPD basis set.

As for the HOMO energy: -16.736 eV. The structure (SMILES) is N#CCC=[N+]=O. Its energy relative to the best compared isomer or geometry (same formula, charge and spin) is 105.9 kcal/mol. The gap between HOMO and LUMO comes out at 8.39 eV. Its total energy is -300.4006 hartree.

Geometry as ORCA input:
```
! wB97M-V def2-TZVPD RIJCOSX def2/J DEFGRID3
* xyz 1 1
H 0.268 -1.625 0.955
O -2.473 -1.081 -0.172
C -0.209 -0.810 0.374
C 0.787 0.239 -0.188
N -0.062 2.587 -0.048
C 0.346 1.541 0.102
N -1.362 -1.064 0.018
H 0.975 0.159 -1.346
H 1.729 0.053 0.304
*
```



[6]
Computed, not measured: a cluster of 9 separate species, C16H16Cl32NO in total at a distorted geometry, with ωB97M-V with the def2-TZVPD basis set.

As for the HOMO energy: -12.470 eV. Its energy relative to the best compared isomer or geometry (same formula, charge and spin) is 11.1 kcal/mol. The gap between HOMO and LUMO comes out at 8.14 eV. Its total energy is -15475.0038 hartree.

Geometry as ORCA input:
```
! wB97M-V def2-TZVPD RIJCOSX def2/J DEFGRID3
* xyz 1 1
Cl 5.130 1.010 6.534
C -6.979 -6.063 4.773
Cl 2.251 1.038 6.717
C -2.472 -4.211 1.421
Cl -7.095 -5.826 6.516
H -2.382 2.606 1.329
H 0.042 1.572 1.473
Cl 3.028 -2.302 4.754
Cl -7.347 -4.542 3.944
N -3.877 0.816 -0.888
Cl -3.804 -7.363 -3.968
H -4.013 -0.002 -1.474
H -1.307 1.729 -1.196
Cl -3.609 -4.942 2.551
H -5.015 2.160 -2.018
C -3.845 -5.635 -4.303
H -3.649 0.616 1.216
C 2.796 -2.566 3.024
Cl 3.282 5.683 -1.320
H -0.622 4.044 0.569
O 1.494 0.439 0.525
Cl 8.662 6.139 -3.123
C 0.965 1.706 0.909
Cl 6.144 5.327 -1.253
C -1.669 2.673 -0.793
C -4.410 1.934 -1.156
Cl 1.927 -4.338 -4.771
Cl 4.739 6.148 1.128
Cl -0.016 -4.484 -6.898
Cl 1.061 -2.642 2.681
Cl -1.210 -5.359 1.005
Cl 2.400 -2.949 -7.256
H -4.160 3.952 -0.409
C 3.752 0.721 7.599
H 0.953 2.153 -1.219
Cl -8.121 -7.303 4.262
Cl 3.769 -0.962 8.139
H -4.825 2.750 0.687
Cl 3.849 1.790 8.999
H 1.647 3.409 -0.157
Cl 4.429 3.461 0.126
Cl 9.588 7.203 -5.638
Cl -1.744 -2.771 2.150
Cl -3.340 -3.735 -0.062
C 8.632 5.930 -4.880
Cl -3.672 -4.742 -2.777
H 1.891 0.516 -0.352
Cl -2.511 -5.202 -5.376
Cl 9.308 4.353 -5.295
C -4.069 2.923 -0.086
C -3.072 0.880 0.341
H -2.148 0.336 0.208
Cl -5.385 -5.212 -5.061
C -2.683 2.380 0.315
C 1.712 -4.401 -6.525
H -2.132 3.191 -1.623
Cl 2.520 -5.829 -7.168
Cl -5.334 -6.569 4.355
C 0.855 2.682 -0.274
C -0.443 3.484 -0.342
C 4.653 5.158 -0.329
Cl 3.572 -1.254 2.129
H 1.693 2.127 1.602
Cl 6.961 6.024 -5.449
H -0.275 4.242 -1.101
Cl 3.535 -4.100 2.557
*
```